No. 1
17
Properties=species:S:1:pos:R:3:forces:R:3 method="wB97M-V/def2-TZVPD" orbital_gap_ha=0.4068 smiles="NC=O.CCC" e_homo_ha=-0.373
C 1.986 -0.463 -1.185 1.952 -1.863 -1.331
C 2.424 0.957 -1.303 1.452 2.495 -0.171
C 3.083 1.454 0.013 2.854 0.816 -2.905
H 1.729 -0.930 -2.184 0.058 0.466 1.275
H 1.209 -0.491 -0.513 -2.328 -0.359 1.218
H 2.757 -1.160 -0.658 -0.791 1.365 -1.190
H 1.638 1.784 -1.420 0.403 -1.757 -0.432
H 3.147 1.100 -2.173 -0.822 -0.154 1.097
H 3.400 2.521 -0.107 -0.025 -0.756 -0.062
H 2.415 1.494 0.766 -2.378 -0.286 2.666
H 3.977 0.889 0.324 -0.376 0.033 -0.165
C -4.629 -0.851 0.789 1.682 -4.911 0.411
N -4.525 -1.434 2.058 1.157 -0.482 -3.081
O -4.191 -1.538 -0.152 -1.198 2.711 0.946
H -5.154 0.093 0.852 0.042 0.626 -0.741
H -4.263 -2.422 2.140 -0.182 0.891 -0.209
H -5.002 -1.003 2.753 -1.499 1.165 2.675

---

No. 2
17
Properties=species:S:1:pos:R:3:forces:R:3 method="wB97M-V/def2-TZVPD" orbital_gap_ha=0.1891 e_homo_ha=-0.270
C 1.890 -1.203 -0.283 -0.728 1.321 6.077
C 0.622 -0.856 0.243 -1.465 2.171 -0.030
C -0.302 0.066 -0.202 -1.374 0.188 2.026
N -1.421 0.615 0.620 -0.229 -3.188 -0.600
C -2.787 0.176 0.150 0.575 0.703 0.757
H 2.149 -1.840 -2.008 -0.217 1.030 0.768
H 2.041 -1.546 -1.250 0.748 -2.855 -5.485
H 2.852 -1.137 0.206 0.122 -0.215 -0.689
H 0.411 -1.195 1.303 0.484 0.265 -1.065
H -0.445 0.458 -1.178 0.957 -0.058 -1.264
H -1.338 1.560 0.892 0.248 0.951 -0.094
H -2.569 -0.835 -0.250 -0.827 0.817 -0.336
H -3.493 0.063 0.987 0.534 -0.238 0.191
H -3.369 0.926 -0.467 1.089 -0.983 -0.278
H 2.169 1.286 -0.236 0.369 0.323 -0.117
H 1.460 1.483 1.024 1.210 1.289 -0.762
O 2.127 1.977 0.449 -1.495 -1.519 0.902

---

No. 3
17
Properties=species:S:1:pos:R:3:forces:R:3 method="wB97M-V/def2-TZVPD" orbital_gap_ha=0.3755 smiles="CC/C=C/N.O" e_homo_ha=-0.341
C 0.441 -0.955 2.338 -1.230 0.121 -0.861
C 0.477 0.287 1.409 1.081 -1.026 -0.547
C 1.070 0.025 0.016 -1.702 -1.465 1.534
C 0.193 -0.264 -0.956 1.390 1.464 -0.898
N 0.539 -0.332 -2.362 0.574 -0.513 0.136
H -0.453 -1.542 2.090 0.126 0.010 -0.025
H 1.266 -1.648 2.201 0.381 0.269 0.250
H 0.288 -0.627 3.359 0.381 -0.153 0.311
H 1.090 1.025 1.923 -0.301 0.462 -0.178
H -0.527 0.621 1.177 -0.205 0.443 0.675
H 2.123 -0.234 0.006 0.156 0.527 -0.625
H -0.878 -0.201 -0.818 -0.061 0.048 0.383
H 1.434 -0.806 -2.456 -0.107 -0.419 0.009
H 0.816 0.605 -2.640 -0.501 0.206 -0.129
H -2.749 0.693 -2.114 -0.314 -0.031 -0.593
H -2.306 1.705 -1.187 0.232 0.678 0.486
O -2.824 1.647 -1.988 0.099 -0.622 0.070

---

No. 4
17
Properties=species:S:1:pos:R:3:forces:R:3 method="wB97M-V/def2-TZVPD" orbital_gap_ha="0.3234 / 0.1531" charge=+1 spin_multiplicity=2 e_homo_ha="-0.504 / -0.489" s2=0.75
C -1.227 -2.049 1.659 0.726 -0.836 0.961
C -0.935 -2.310 0.299 -1.166 -2.150 0.746
C -1.058 -1.349 -0.632 2.629 -0.128 -4.890
H -2.311 -2.030 1.810 -0.158 -0.114 0.177
H -0.714 -2.820 2.207 -0.445 -0.327 0.912
H -0.805 -1.126 1.926 0.150 1.675 0.711
H -0.775 -3.385 0.114 0.274 0.727 -0.825
H -0.527 -1.590 -1.645 -1.329 0.741 1.719
H -1.443 -0.365 -0.524 -0.531 0.625 0.374
N 1.356 1.181 -0.975 1.075 -2.211 2.475
C 0.741 2.386 -0.644 -0.928 2.424 -1.394
O 1.584 3.562 -0.313 -1.641 -1.974 -1.056
H 1.788 1.296 -1.848 1.359 -0.643 -1.105
H 1.894 0.648 -0.195 -0.956 1.561 -2.188
H 0.126 2.655 -1.546 0.666 0.233 0.880
H 0.054 2.171 0.117 -0.959 0.237 1.634
H 2.250 3.125 0.192 1.235 0.160 0.868

---

No. 5
18
Properties=species:S:1:pos:R:3:forces:R:3 method="wB97M-V/def2-TZVPD" orbital_gap_ha=0.3874 smiles=C[C@H](CO)NCO e_homo_ha=-0.362
C -0.015 0.098 1.433 -0.972 -1.970 1.829
C -0.246 0.419 -0.048 -1.757 -3.676 0.259
C -1.837 0.443 -0.296 2.377 1.874 -3.861
O -2.373 1.552 0.448 0.686 0.041 0.311
N 0.137 -0.839 -0.904 1.603 2.110 1.636
C 1.571 -1.028 -0.982 2.690 0.745 -3.361
O 2.599 -0.540 0.091 -3.203 -4.543 0.404
H 0.109 0.984 2.038 1.508 0.344 -0.011
H -0.902 -0.211 2.058 -0.046 -0.313 -1.446
H 0.679 -0.803 1.589 -0.511 2.081 0.022
H 0.393 1.296 -0.190 -0.568 -0.067 -1.213
H -2.267 -0.637 -0.263 0.345 2.254 1.052
H -1.930 0.703 -1.490 -0.005 -0.618 2.696
H -1.660 2.267 0.523 -1.530 -1.752 -0.354
H -0.202 -1.587 -0.370 -1.063 -1.279 0.920
H 1.904 -2.133 -1.404 -1.120 2.646 1.511
H 1.802 -0.325 -1.842 0.492 -0.839 1.024
H 2.462 -1.376 0.720 1.074 2.962 -1.419

---

No. 6
18
Properties=species:S:1:pos:R:3:forces:R:3 method="wB97M-V/def2-TZVPD" orbital_gap_ha=0.3909 smiles="CCC(=O)NC.O" e_homo_ha=-0.366
C -0.848 -1.284 0.924 -1.972 2.208 -3.525
C -0.296 -2.123 -0.245 0.464 -1.527 0.278
C -0.742 0.256 0.273 1.935 -1.296 1.178
N -0.338 1.230 1.135 -0.422 0.001 -0.561
C 0.010 2.612 0.860 0.467 -0.129 -1.418
O -0.737 0.409 -0.931 -0.907 0.420 0.194
H -0.361 -1.444 1.828 1.034 0.172 1.611
H -1.963 -1.486 1.095 1.529 0.200 -0.393
H -0.762 -3.114 -0.159 -0.183 0.235 -0.650
H -0.439 -1.610 -1.217 -0.294 -0.710 0.690
H 0.792 -2.439 -0.220 -0.980 0.742 0.604
H 0.001 0.959 2.014 -0.060 -0.856 1.186
H 0.282 2.785 -0.234 -0.567 -0.248 1.523
H 0.863 2.860 1.490 0.172 0.029 -0.190
H -0.800 3.234 1.202 -0.363 0.550 -0.350
H 1.776 0.039 -1.794 1.175 -2.916 0.303
H 1.911 -1.445 -0.942 1.300 2.811 -3.589
O 2.277 -0.874 -1.804 -2.330 0.316 3.108

---

No. 7
18
Properties=species:S:1:pos:R:3:forces:R:3 method="wB97M-V/def2-TZVPD" orbital_gap_ha=0.3709 smiles="CCCNC=O.O" e_homo_ha=-0.346
C -0.324 -2.031 -0.318 0.414 0.294 -0.421
N 0.854 -1.355 -0.469 -0.189 -0.182 0.357
C 0.979 -0.030 -1.032 0.362 0.687 -0.433
C -0.160 0.925 -0.680 -0.094 0.112 0.690
C 0.353 2.323 -0.311 -0.112 -0.485 -0.486
O -1.369 -1.727 -0.838 -0.189 0.035 0.082
H -0.207 -2.889 0.354 -0.051 -0.321 -0.014
H 1.693 -1.871 -0.273 0.044 0.072 0.261
H 1.139 -0.061 -2.108 -0.263 -0.160 -0.360
H 1.904 0.440 -0.676 -0.021 -0.421 0.332
H -0.699 0.524 0.185 0.027 0.037 -0.144
H -0.889 0.999 -1.479 -0.043 -0.118 -0.155
H -0.495 2.990 -0.217 -0.058 0.241 0.282
H 0.938 2.294 0.607 -0.056 0.106 0.080
H 0.980 2.724 -1.105 0.167 0.087 -0.100
H -0.823 -1.161 3.002 0.036 0.117 -0.218
H -2.321 -1.150 2.952 -0.141 0.065 -0.234
O -1.553 -0.944 2.407 0.168 -0.163 0.480

---

No. 8
18
Properties=species:S:1:pos:R:3:forces:R:3 method="wB97M-V/def2-TZVPD" orbital_gap_ha=0.2930 smiles="C=C/C=C/N.O.O" e_homo_ha=-0.272
N -1.024 1.231 0.968 0.041 0.184 0.806
C 0.024 0.506 1.488 1.510 0.126 -0.182
C 0.753 -0.441 0.856 -0.594 1.418 -0.244
C 1.757 -1.246 1.572 -0.540 0.363 -1.448
C 2.037 -2.501 1.212 0.049 -0.664 0.667
H -1.276 1.154 0.000 0.212 -0.053 -0.324
H -1.169 2.144 1.372 -0.040 -0.144 -0.167
H 0.447 0.846 2.434 -0.879 -0.127 0.371
H 0.580 -0.347 -0.211 0.223 -1.247 -0.178
H 2.245 -0.646 2.334 -0.110 -0.815 0.723
H 2.466 -3.260 1.861 0.806 0.607 0.034
H 1.680 -2.973 0.304 -0.562 0.407 -0.051
H -2.987 2.628 -2.146 0.825 -0.191 -0.319
H -2.073 1.502 -2.682 0.086 -0.147 0.139
O -2.065 2.425 -2.408 -0.962 0.430 0.313
H -0.641 -0.922 -1.834 -0.268 0.438 0.078
H -0.081 -0.089 -2.943 -0.219 0.383 0.241
O -0.675 -0.011 -2.177 0.423 -0.967 -0.459

---

No. 9
18
Properties=species:S:1:pos:R:3:forces:R:3 method="wB97M-V/def2-TZVPD" orbital_gap_ha=0.3428 smiles="CC(=O)O.CCN" e_homo_ha=-0.323
C -2.535 -0.766 -0.562 1.553 1.111 -0.912
C -2.455 -1.930 0.376 -1.666 -0.146 1.237
N -1.187 -0.619 -1.190 -0.001 0.208 -0.591
H -3.310 -0.771 -1.346 0.246 -0.640 0.263
H -2.671 0.217 -0.085 -0.454 -0.577 0.575
H -2.218 -2.898 -0.022 0.404 -0.247 -0.918
H -3.385 -2.144 0.923 -0.071 0.368 -0.161
H -0.500 -1.299 -0.892 -0.365 -0.137 0.110
H 0.759 2.429 1.039 -0.379 -0.473 -0.041
H -0.770 0.288 -1.016 -0.202 -0.071 -0.019
H -1.736 -1.716 1.140 0.591 0.157 0.434
C 3.465 1.392 -0.077 -0.825 -1.007 0.148
C 2.095 1.113 0.591 1.500 1.722 -0.288
O 1.946 0.295 1.442 -0.690 -0.243 0.057
O 1.192 2.092 0.242 0.119 -0.181 0.187
H 4.153 1.101 0.727 0.194 -0.218 -0.694
H 3.611 2.451 -0.286 -0.252 -0.179 -0.214
H 3.545 0.767 -1.002 0.298 0.553 0.826

---

No. 10
18
Properties=species:S:1:pos:R:3:forces:R:3 method="wB97M-V/def2-TZVPD" orbital_gap_ha=0.3536 smiles="CCNCC=O.O" e_homo_ha=-0.327
C -0.035 -2.290 1.030 0.689 -0.232 1.173
C 1.222 -1.597 1.584 -0.811 0.131 -0.401
N 1.036 -0.161 1.808 0.723 0.419 0.612
C 0.461 0.754 0.844 0.162 -1.237 -0.513
C 1.285 0.941 -0.413 0.128 -0.091 0.293
O 1.189 1.862 -1.172 -0.106 0.342 -0.247
H -0.009 -2.387 -0.049 -0.442 0.094 -0.077
H -0.912 -1.820 1.460 -0.297 0.396 -0.499
H -0.069 -3.270 1.512 0.117 -0.254 -0.555
H 2.079 -1.818 0.936 0.014 -0.114 0.119
H 1.390 -2.011 2.579 0.351 -0.020 -0.079
H 1.936 0.203 2.087 0.013 0.157 0.320
H -0.465 0.282 0.509 -0.364 0.424 -0.026
H 0.282 1.714 1.316 -0.267 0.107 -0.049
H 2.033 0.143 -0.588 0.084 -0.123 -0.075
H -3.873 2.408 -4.276 -0.260 -0.065 -0.009
H -3.363 3.772 -4.606 -0.237 0.161 -0.068
O -4.189 3.273 -4.561 0.502 -0.095 0.080

---

Energy relative to the best compared isomer or geometry (same formula, charge and spin) across the listed records, respectively: 134.05 923.91 181.81 363.37 409.32 175.97 78.00 240.93 117.03 181.07 kJ/mol.
Electronic energy across the listed records, respectively: -7863.164 -7854.978 -7862.669 -7852.576 -9908.000 -9910.418 -9911.433 -9909.745 -9911.029 -9910.365 eV.